Record 1
The following is a quantum chemistry calculation of a cluster of 2 separate species, C2H5NOS in total, from OMol25.

```
10
C2H5NOS | OMol25 | ωB97M-V/def2-TZVPD
H 0.7105 1.0665 0.3224
N 0.4083 0.1063 0.1282
C 1.2992 -0.7147 0.4236
O 1.1645 -1.9776 0.0085
H 2.0727 -0.7120 1.1942
H 0.4377 -2.1281 -0.5887
C -2.7205 0.9034 -0.3880
S -3.0836 -0.5602 0.1270
H -2.3122 1.2363 -1.3728
H -3.1006 1.6604 0.1934
```

- charge = 0
- energy relative to the best compared isomer or geometry (same formula, charge and spin) (kcal per mole) = 54.7
- structure (SMILES) = [H]/N=C/O.C=S
- HOMO (eV) = -8.6
- Kohn-Sham gap (eV) = 8.5

Here are the natural (NBO) charges for atoms 1 to 5, given in e: 0.35 -0.73 0.41 -0.69 0.16

=====

Record 2
The following is a quantum chemistry calculation of a cluster of 6 separate species, C4H18NO7S in total, from OMol25.

```
31
C4H18NO7S | OMol25 | ωB97M-V/def2-TZVPD
O 3.4903 1.8768 -0.0577
C 2.6575 0.9918 -0.0194
C 1.6235 0.7951 1.0335
C 0.8864 1.9221 1.7419
S 1.8032 3.5320 1.9910
N 0.5607 -0.0118 0.3263
C 0.1532 -1.3866 0.9445
O -1.2006 -1.3124 1.0883
H 2.7675 0.1949 -0.7844
H 2.1113 0.0552 1.6866
H 0.8023 1.6494 2.8085
H -0.0998 2.2420 1.4449
H 2.8318 3.1915 1.1811
H -0.3178 0.4901 0.3631
H 0.4824 -2.0534 0.1393
H 0.6982 -1.4788 1.8913
H 0.3980 -0.0101 -1.4622
H -0.7656 -0.5218 -2.2192
O 0.1584 -0.2726 -2.3943
H -3.3915 -2.5561 1.8059
H -2.3577 -1.6118 2.3872
O -3.0741 -2.2412 2.6543
H -2.6386 2.3245 -2.4453
H -2.9092 0.7610 -2.2923
O -3.0804 1.5601 -2.8110
H -1.8530 -0.8102 -0.1038
H -3.2812 -1.1470 -0.8431
O -2.5129 -0.5775 -0.8873
H 2.2482 -1.4977 -3.0193
H 1.4852 -1.9635 -1.8491
O 2.3246 -2.1339 -2.2992
```

- charge = -1
- energy relative to the best compared isomer or geometry (same formula, charge and spin) (kcal per mole) = 73.9
- HOMO (eV) = -5.7
- Kohn-Sham gap (eV) = 8.6

Here are the natural (NBO) charges for atoms 1 to 5, given in e: -0.56 0.45 -0.20 -0.49 -0.15

=====

Record 3
The following is a quantum chemistry calculation of a structure of composition C2HCsLiO3, from OMol25.

```
8
C2HCsLiO3 | OMol25 | ωB97M-V/def2-TZVPD
O -3.2446 0.7037 0.5024
C -2.0674 0.8112 0.1752
O -2.2165 -1.6927 -0.3106
C -1.3740 -0.8177 -0.4421
O -0.1598 -0.7977 -0.4825
Li -3.9199 -1.1393 0.4698
H -1.7712 1.7228 -0.4019
Cs 2.4260 1.0235 1.0710
```

- charge = +1
- energy relative to the best compared isomer or geometry (same formula, charge and spin) (kcal per mole) = 0.0
- HOMO (eV) = -11.6
- Kohn-Sham gap (eV) = 7.9

Here are the natural (NBO) charges for atoms 1 to 5, given in e: -0.65 0.25 -0.78 0.79 -0.70

=====

Record 4
The following is a quantum chemistry calculation of an isolated molecule of C3H8N2OS, from OMol25.

```
15
C3H8N2OS | OMol25 | ωB97M-V/def2-TZVPD
N -0.5913 1.1397 -2.2492
C -1.1270 0.7388 -1.0646
O -2.2970 0.4628 -0.9130
N -0.1409 0.5797 -0.0578
C -0.3502 -0.6042 0.7616
C 0.8167 -0.8461 1.7142
S 2.4298 -1.0623 0.8439
H -1.1356 1.5997 -2.9573
H 0.4109 1.2136 -2.2920
H 0.0963 1.3930 0.4964
H -0.4524 -1.4708 0.1226
H -1.2539 -0.5429 1.3767
H 0.6749 -1.8086 2.1872
H 0.9217 -0.0259 2.4190
H 1.9980 -0.7664 -0.3877
```

- charge = 0
- energy relative to the best compared isomer or geometry (same formula, charge and spin) (kcal per mole) = 10.0
- structure (SMILES) = NC(=O)NCCS
- HOMO (eV) = -9.0
- Kohn-Sham gap (eV) = 9.7

Here are the natural (NBO) charges for atoms 1 to 5, given in e: -0.82 0.78 -0.61 -0.71 -0.22

=====

Record 5
The following is a quantum chemistry calculation of a structure of composition C16H31N7S2Tl, from OMol25.

```
57
C16H31N7S2Tl | OMol25 | ωB97M-V/def2-TZVPD
Tl 0.0775 -0.6543 -0.5898
C -3.2023 4.2225 1.5578
S -1.4892 3.9926 2.0700
C -0.7563 2.9357 0.8147
S -1.7070 1.9853 -0.2305
N 0.5349 3.0236 0.9259
N 1.2715 2.0927 0.2272
C 2.3328 2.5326 -0.3135
C 3.3337 1.6263 -0.9127
C 4.4827 2.1762 -1.4683
C 5.4483 1.3346 -1.9949
C 5.2360 -0.0317 -1.9460
C 4.0559 -0.4895 -1.3765
N 3.1216 0.3064 -0.8687
H -3.3023 5.1749 1.0450
H -3.8318 4.2087 2.4444
H -3.4738 3.3993 0.8984
H 2.5536 3.6002 -0.3170
H 4.6106 3.2507 -1.4867
H 6.3495 1.7399 -2.4353
H 5.9606 -0.7306 -2.3390
H 3.8524 -1.5544 -1.3287
N -2.5204 -1.5327 0.2225
C -2.9910 -2.6544 -0.6098
C -2.8889 -3.9937 0.1109
C -1.5129 -4.6660 0.1611
C -0.4983 -4.1135 1.1719
N 0.5320 -3.2926 0.5141
H -2.9228 -1.6171 1.1504
H -2.8696 -0.6526 -0.1463
H -2.3841 -2.6838 -1.5206
H -4.0280 -2.5064 -0.9228
H -3.5739 -4.6816 -0.3881
H -3.2719 -3.8775 1.1319
H -1.0671 -4.6329 -0.8387
H -1.6744 -5.7207 0.3865
H -0.0466 -4.9470 1.7176
H -1.0097 -3.4846 1.9056
H 0.9166 -3.8042 -0.2738
H 1.3064 -3.1216 1.1466
N 0.4256 2.0708 3.8037
C 1.5768 1.1112 3.8051
C 1.3822 0.1644 2.6319
N 0.0886 -0.5135 2.6013
C -1.0455 0.3695 2.8574
C -0.8594 1.3272 4.0237
H 0.3640 2.5566 2.8879
H 0.5471 2.7992 4.5060
H 1.5631 0.6005 4.7685
H 2.5022 1.6762 3.7080
H 2.1822 -0.5758 2.6267
H 1.4852 0.7437 1.7147
H 0.0813 -1.3089 3.2286
H -1.9372 -0.2310 3.0363
H -1.2393 0.9603 1.9579
H -0.7732 0.8187 4.9846
H -1.6690 2.0525 4.0580
```

- charge = +1
- energy relative to the best compared isomer or geometry (same formula, charge and spin) (kcal per mole) = 15.5
- HOMO (eV) = -10.2
- Kohn-Sham gap (eV) = 7.8

Here are the natural (NBO) charges for atoms 1 to 5, given in e: 0.78 -0.75 0.19 -0.07 -0.36

=====

Record 6
The following is a quantum chemistry calculation of a structure of composition C19H26KN3P2, from OMol25.

```
51
C19H26KN3P2 | OMol25 | ωB97M-V/def2-TZVPD
K -0.4248 -2.3590 -0.8344
C -0.6083 0.9641 4.7420
N -1.0138 1.8212 3.5363
C -2.5455 1.9232 3.5569
N -3.1308 0.6407 3.5640
C -2.7082 -0.1286 4.7221
N -1.2651 -0.2835 4.7121
C -0.7982 -1.1602 3.6626
P -1.1947 -0.5066 1.9472
C -0.5318 1.2279 2.2698
C -2.9799 -0.0774 2.3190
H -0.8852 1.5170 5.6445
H 0.4775 0.8278 4.7169
H -0.6137 2.7593 3.6396
H -2.8640 2.4897 2.6762
H -2.8227 2.4680 4.4629
H -3.1834 -1.1089 4.7074
H -3.0149 0.3888 5.6319
H -1.2642 -2.1439 3.7792
H 0.2865 -1.2925 3.7541
H -0.8316 1.8674 1.4354
H 0.5611 1.1800 2.2841
H -3.5639 -1.0017 2.3554
H -3.3770 0.5301 1.4999
C 3.5920 -0.5519 -2.1872
P 1.7869 -0.5848 -1.8309
C 1.3116 -1.9691 -2.9523
C 1.7756 -3.1983 -2.4696
C 1.3538 -4.3923 -3.0156
C 0.4454 -4.3842 -4.0648
C 0.0086 -3.1769 -4.5814
C 0.4310 -1.9761 -4.0281
C 1.3618 1.0974 -2.4313
C 0.3996 1.4758 -3.3587
C 0.2099 2.8145 -3.6622
C 0.9309 3.7951 -3.0035
C 1.8410 3.4333 -2.0223
C 2.0531 2.0987 -1.7420
H 4.1378 -0.1186 -1.3488
H 3.7677 0.0497 -3.0824
H 3.9496 -1.5669 -2.3473
H 2.4933 -3.2111 -1.6531
H 1.7338 -5.3295 -2.6350
H 0.1075 -5.3142 -4.4961
H -0.6630 -3.1650 -5.4274
H 0.0728 -1.0577 -4.4662
H -0.2213 0.7483 -3.8589
H -0.5084 3.0898 -4.4202
H 0.7779 4.8346 -3.2445
H 2.3840 4.1924 -1.4815
H 2.7642 1.8217 -0.9761
```

- charge = +2
- HOMO (eV) = -13.4
- Kohn-Sham gap (eV) = 8.0

Here are the natural (NBO) charges for atoms 1 to 5, given in e: 0.94 -0.06 -0.39 -0.05 -0.43

=====

The records above yield strongest force on any atom values of 2.55; 3.23; 4.69; 1.10; 0.62; 1.04 eV/A, respectively.